Entry 1:
Entry from OMol25: a gas-phase ion, C4H12N4 (charge +2) in a non-equilibrium geometry (ωB97M-V/def2-TZVPD).

```
20
Properties=species:S:1:pos:R:3
C -0.5001 1.7960 -0.9829
C -1.1075 1.0866 0.2426
C 0.8440 1.1031 -1.1585
C 0.1374 0.4196 0.8803
N -0.0704 -0.8109 1.6122
N 1.1246 0.2898 -0.1235
N -0.3283 -1.8959 0.7318
N 0.6213 -1.9655 -0.3261
H -1.1264 1.7355 -1.8711
H -0.3563 2.8602 -0.7762
H -1.5875 1.7810 0.9264
H -1.8549 0.3477 -0.0515
H 1.0269 0.6150 -2.1384
H 1.7377 1.7721 -1.2667
H 0.5787 1.1292 1.6119
H 0.6927 -1.0183 2.2517
H -0.4171 -2.7581 1.3130
H -1.2702 -1.7333 0.3114
H 0.3121 -2.4648 -1.1576
H 1.5434 -2.2888 -0.0289
```

For the maximum force, the calculation gives 1.94 eV/A. The HOMO-LUMO gap comes out at 8.5 eV. Its net charge is +2. The electronic energy is -10280.396 eV. Its HOMO energy is -19.92 eV. The value obtained for the relative energy (zero: lowest compared OMol25 entry of this formula, charge and spin) is 126.9 kcal per mole. The LUMO energy is -11.4063 eV.



Entry 2:
Entry from OMol25: 2 unconnected molecules or ions with the total composition C4H12N4O4 in a non-equilibrium geometry (ωB97M-V/def2-TZVPD).

```
24
Properties=species:S:1:pos:R:3
C -0.2620 1.6253 -0.4435
C 1.3353 -1.4006 -1.2175
C -1.4974 0.3513 0.7458
C -0.2054 1.3493 1.1460
N -1.3025 0.8681 -0.6400
N 1.5384 -1.8434 0.1995
N 1.4174 -2.4547 -1.9974
N 0.4206 2.3225 -1.3041
O -2.6156 0.7667 1.3594
O -1.1992 -1.0001 0.7543
O -0.4816 2.3994 1.9791
O 0.8498 0.6057 1.5001
H -1.4674 0.5691 -1.5443
H 1.3227 -2.9081 0.4239
H 2.4947 -1.5655 0.5042
H 1.2242 -2.2331 -2.9731
H 1.6211 -3.4215 -1.7920
H 0.2054 2.3829 -2.3066
H 1.2302 2.8534 -0.9235
H 0.9382 -1.4574 0.9162
H -3.3761 0.1581 1.2766
H -1.6994 -1.4199 0.0568
H -1.4178 2.7536 1.7929
H 0.9265 0.6990 2.4872
```

For the maximum force, the calculation gives 3.56 eV/A. The HOMO-LUMO gap comes out at 10.8 eV. Its net charge is +2. The electronic energy is -18474.464 eV. Its HOMO energy is -17.76 eV. The value obtained for the relative energy (zero: lowest compared OMol25 entry of this formula, charge and spin) is 0.0 kcal per mole. The LUMO energy is -6.9451 eV.



Entry 3:
Entry from OMol25: 4 unconnected molecules or ions with the total composition C4H12N4O8 in a non-equilibrium geometry (ωB97M-V/def2-TZVPD).

```
28
Properties=species:S:1:pos:R:3
C -3.0472 2.1174 -1.9888
N -2.1312 1.8742 -3.2175
O -1.1199 1.1874 -3.0927
O -2.4823 2.3037 -4.2964
H -3.3973 1.1325 -1.6798
H -3.8644 2.8145 -2.1739
H -2.5001 2.3793 -1.0832
C 4.5311 0.3780 -2.3020
N 3.3838 -0.4250 -1.7135
O 3.0823 -1.5370 -2.0930
O 2.7484 0.0982 -0.8580
H 4.8137 1.0234 -1.4704
H 4.0600 0.7919 -3.1936
H 5.3681 -0.2531 -2.6007
C -0.7319 -0.6713 -0.6822
N -1.4852 -1.2338 0.4300
O -1.8291 -2.4044 0.3971
O -1.7833 -0.4290 1.3141
H -1.3032 -0.8899 -1.5844
H 0.2233 -1.1961 -0.7008
H -0.4845 0.3689 -0.4704
C -0.2265 -1.0599 4.0597
N -0.3518 -1.0491 5.5691
O -0.4317 -2.2002 6.0328
O -0.4869 -0.0046 6.2016
H 0.6872 -0.5227 3.8055
H -1.0229 -0.4764 3.5978
H -0.2186 -2.1169 3.7938
```

For the maximum force, the calculation gives 5.25 eV/A. The HOMO-LUMO gap (alpha / beta) comes out at 2.4 / 6.6 eV. As for the expectation value of S²: 0.754. The spin multiplicity is 2. Its net charge is -1. The electronic energy is -26671.183 eV. Its HOMO energy (alpha / beta) is -0.29 / -4.50 eV. The value obtained for the relative energy (zero: lowest compared OMol25 entry of this formula, charge and spin) is 11.4 kcal per mole. The LUMO energy (alpha / beta) is 2.1318 / 2.1363 eV.



Entry 4:
Entry from OMol25: a molecular structure, C4H12N4S in a non-equilibrium geometry (ωB97M-V/def2-TZVPD).

```
21
Properties=species:S:1:pos:R:3
C 0.5302 0.5189 -0.3694
C -0.8279 -0.8669 -1.0331
C 0.5763 2.8242 0.6123
C -0.4757 -2.2047 1.0451
N -0.0717 1.5823 0.1317
N -1.0666 -1.8538 -0.1896
N 1.7851 0.2564 -0.5908
N -1.2111 -0.6433 -2.2969
S -2.3902 -2.8661 -0.5666
H 0.6503 2.5594 1.7444
H 1.6610 3.0453 0.1821
H -0.1551 3.7382 0.5331
H 0.2421 -1.4625 1.4598
H -1.2537 -2.0441 1.9077
H -0.1026 -3.1548 1.1301
H -1.0264 1.8003 0.2782
H 2.2625 -0.5867 -0.8145
H 2.4181 0.9469 -0.9495
H -1.1601 0.3144 -2.5837
H -1.8868 -1.3232 -2.5825
H -2.4139 -3.6082 0.5516
```

For the maximum force, the calculation gives 6.26 eV/A. The HOMO-LUMO gap comes out at 8.8 eV. Its net charge is +2. The electronic energy is -21117.729 eV. Its HOMO energy is -17.14 eV. The value obtained for the relative energy (zero: lowest compared OMol25 entry of this formula, charge and spin) is 68.8 kcal per mole. The LUMO energy is -8.3889 eV.



Entry 5:
Entry from OMol25: 2 unconnected molecules or ions with the total composition C4H12NO in a non-equilibrium geometry (ωB97M-V/def2-TZVPD).

```
18
Properties=species:S:1:pos:R:3
C 1.4791 0.8435 -1.9141
C 1.0266 -0.4131 -1.1527
C -0.3031 -0.2588 -0.4931
C -1.4793 -0.7228 -0.8447
N -0.3155 0.8321 0.5405
H 1.3822 1.7476 -1.3161
H 0.9263 1.0225 -2.8333
H 2.5428 0.7916 -2.1207
H 1.7800 -0.6605 -0.4073
H 0.9151 -1.2214 -1.8689
H -1.6161 -1.5451 -1.5277
H -2.3716 -0.3036 -0.3995
H 0.4320 1.4956 0.3174
H -1.1396 1.4337 0.5667
H -0.1772 0.4108 1.4865
H -0.0735 -1.1766 3.4373
H -1.2996 -0.2265 3.4236
O -0.4623 -0.4208 2.9883
```

For the maximum force, the calculation gives 1.35 eV/A. The HOMO-LUMO gap comes out at 11.3 eV. Its net charge is +1. The electronic energy is -7873.425 eV. Its HOMO energy is -14.57 eV. The value obtained for the relative energy (zero: lowest compared OMol25 entry of this formula, charge and spin) is 20.0 kcal per mole. The LUMO energy is -3.2333 eV.



Entry 6:
Entry from OMol25: 2 unconnected molecules or ions with the total composition C4H12NO in a non-equilibrium geometry (ωB97M-V/def2-TZVPD).

```
18
Properties=species:S:1:pos:R:3
C 0.3500 -1.1297 -1.0018
N 1.4205 -1.2855 0.2362
C 1.5487 0.1130 0.8769
C 0.4810 0.9325 0.1730
C 0.3914 0.3789 -1.1949
H -0.6338 -1.4385 -0.6958
H 0.6748 -1.6842 -1.8903
H 1.1924 -2.2052 0.6473
H 2.3631 -1.5311 -0.0882
H 1.8900 0.0652 1.8937
H 2.4355 0.5605 0.3914
H 0.7422 1.9877 0.1876
H -0.4816 0.8348 0.7389
H -0.4541 0.7151 -1.8038
H 1.2166 0.6262 -1.8602
H -4.4067 0.2140 1.1842
H -4.6767 1.7658 1.2180
O -4.0533 1.0807 0.9876
```

For the maximum force, the calculation gives 3.19 eV/A. The HOMO-LUMO gap comes out at 10.8 eV. Its net charge is +1. The electronic energy is -7872.886 eV. Its HOMO energy is -14.08 eV. The value obtained for the relative energy (zero: lowest compared OMol25 entry of this formula, charge and spin) is 32.4 kcal per mole. The LUMO energy is -3.3197 eV.



Entry 7:
Entry from OMol25: 2 unconnected molecules or ions with the total composition C4H12NO in a non-equilibrium geometry (ωB97M-V/def2-TZVPD).

```
18
Properties=species:S:1:pos:R:3
O -0.1629 0.1642 -0.5956
C -1.3520 0.5313 -0.9515
C -2.2916 0.6980 0.2085
N -1.8098 -0.0728 1.3017
C 2.5797 -1.1820 -0.4877
C 2.7485 -0.0255 0.4754
H -0.8096 -0.2749 1.2101
H -1.2704 1.4424 -1.5957
H -1.7652 -0.2698 -1.6307
H -2.2651 1.7384 0.5599
H -3.3267 0.4499 -0.0564
H 2.9414 -2.1450 -0.1196
H -2.0726 0.2358 2.2412
H 3.1498 -0.9602 -1.3911
H 1.5240 -1.3128 -0.7665
H 3.7976 0.2819 0.5103
H 2.2701 0.9107 0.1531
H 2.3501 -0.2420 1.4604
```

For the maximum force, the calculation gives 1.83 eV/A. The HOMO-LUMO gap comes out at 4.9 eV. Its net charge is +1. The electronic energy is -7867.157 eV. Its HOMO energy is -14.66 eV. The value obtained for the relative energy (zero: lowest compared OMol25 entry of this formula, charge and spin) is 164.5 kcal per mole. The LUMO energy is -9.7138 eV.



Entry 8:
Entry from OMol25: 2 unconnected molecules or ions with the total composition C4H12NO in a non-equilibrium geometry (ωB97M-V/def2-TZVPD).

```
18
Properties=species:S:1:pos:R:3
C 1.3165 -0.1026 0.9734
C 0.6221 1.1792 0.6435
C -0.6528 1.0849 -0.1682
C -1.8498 1.0235 0.4286
N 0.5049 -1.2917 0.4902
H 2.2616 -0.1963 0.4331
H 1.5318 -0.2921 2.0208
H 0.3774 1.7898 1.5226
H 1.2288 1.9339 0.1371
H -0.5555 1.0850 -1.2425
H -2.7558 0.6733 -0.0426
H -1.8746 1.3408 1.4652
H 0.6579 -1.3628 -0.5138
H 0.6348 -2.1466 1.0306
H -0.5064 -1.1498 0.6184
H -0.1406 -0.4963 -2.8703
H -0.4554 -1.9225 -2.7493
O -0.3449 -1.1500 -2.1768
```

For the maximum force, the calculation gives 3.25 eV/A. The HOMO-LUMO gap comes out at 10.5 eV. Its net charge is +1. The electronic energy is -7872.827 eV. Its HOMO energy is -13.73 eV. The value obtained for the relative energy (zero: lowest compared OMol25 entry of this formula, charge and spin) is 33.8 kcal per mole. The LUMO energy is -3.2368 eV.



Entry 9:
Entry from OMol25: 2 unconnected molecules or ions with the total composition C4H12NO2 in a non-equilibrium geometry (ωB97M-V/def2-TZVPD).

```
19
Properties=species:S:1:pos:R:3
C -0.3173 -1.4097 -1.3635
O -0.1097 -2.0212 -2.5239
C 0.1023 0.0965 -1.3691
C -0.1944 0.7128 0.0046
C 0.1400 2.1920 0.1915
N 1.5373 0.1991 -1.6371
H -1.3493 -1.4193 -0.8918
H 0.3242 -1.8625 -0.5271
H -0.5151 0.5358 -2.1316
H -1.2692 0.5856 0.1340
H 0.4066 0.1308 0.7133
H 1.1149 2.4750 -0.2040
H 0.0933 2.4369 1.2549
H -0.5791 2.7945 -0.3515
H 2.0033 -0.3486 -0.9210
H 1.6993 -0.2919 -2.5121
H -0.3646 -2.0214 4.1896
H -1.4759 -1.1069 3.6012
O -1.2466 -1.6773 4.3436
```

For the maximum force, the calculation gives 1.72 eV/A. The HOMO-LUMO gap comes out at 5.8 eV. Its net charge is -1. The electronic energy is -9927.358 eV. Its HOMO energy is -2.47 eV. The value obtained for the relative energy (zero: lowest compared OMol25 entry of this formula, charge and spin) is 20.0 kcal per mole. The LUMO energy is 3.3221 eV.



Entry 10:
Entry from OMol25: 2 unconnected molecules or ions with the total composition C4H12NO2 in a non-equilibrium geometry (ωB97M-V/def2-TZVPD).

```
19
Properties=species:S:1:pos:R:3
C 0.3542 -1.2590 -1.5700
N 0.2501 -1.2500 -0.0772
C 2.3639 0.1042 -0.2542
C 0.9502 0.0312 0.4524
C 0.0384 1.4030 0.4349
O -1.2605 1.5631 0.8336
H 1.1948 -1.8748 -2.0820
H 0.2524 -0.2405 -2.0637
H -0.6063 -1.8682 -1.6414
H -0.7662 -1.0073 -0.0171
H 2.9532 0.9213 0.1614
H 3.0062 -0.8164 -0.1806
H 2.1134 0.4131 -1.2919
H 1.0477 -0.2264 1.5726
H 0.7520 2.1271 1.0643
H 0.0755 1.6342 -0.6703
H -1.8256 0.6836 0.6810
H -2.5979 -0.7079 1.2565
O -2.4382 -0.5586 0.3380
```

For the maximum force, the calculation gives 3.45 eV/A. The HOMO-LUMO gap comes out at 7.9 eV. Its net charge is -1. The electronic energy is -9926.329 eV. Its HOMO energy is -3.88 eV. The value obtained for the relative energy (zero: lowest compared OMol25 entry of this formula, charge and spin) is 43.7 kcal per mole. The LUMO energy is 3.9946 eV.